Record 1
This record from the Open Molecules 2025 dataset describes C12H12Cl2N2O2 in the gas phase in a non-equilibrium geometry. The level of theory is wB97M-V/def2-TZVPD.

Geometry as XYZ:
```
30
Properties=species:S:1:pos:R:3:forces:R:3
N -1.51233 -0.53167 -0.97034 -1.6 -2.6 -2.1
C -1.29503 0.60753 -0.35817 -2.5 2.8 2.4
C -2.73652 1.37358 -0.06507 10.6 8.2 -9.1
C -3.56750 0.79946 0.68618 -9.3 -8.1 9.9
C -5.17187 1.09109 0.70642 -1.0 3.3 6.0
C -4.75820 -0.16469 0.31076 1.7 -2.0 -3.1
Cl -5.17368 -1.65108 1.22211 0.4 1.4 -1.2
Cl -4.89533 -0.25047 -1.78726 0.0 -0.5 2.4
N -0.23251 1.16434 0.16413 -2.2 -0.9 -0.7
O 0.82058 0.23046 -0.01714 -4.3 -2.7 -1.7
C 1.95593 0.74109 0.01600 -0.3 10.9 5.8
O 1.98365 2.01474 0.39540 1.6 -4.7 -2.7
C 2.98734 -0.15168 0.23059 5.6 13.8 -2.7
C 4.33452 0.53744 -0.16262 -3.0 -10.8 1.4
C 5.40228 -0.28922 -0.23160 0.8 -1.7 0.6
C 5.32521 -1.73596 -0.13449 -5.2 4.6 -0.2
C 3.95738 -2.03385 0.00393 5.1 -8.3 -1.1
C 2.80724 -1.31024 -0.02257 -1.5 -13.4 0.1
H -2.49878 -0.79760 -1.41697 3.1 1.0 1.4
H -0.69854 -1.09710 -1.19181 -0.5 0.0 -0.1
H -3.15111 1.45254 -1.11377 0.4 0.5 0.9
H -2.37546 2.52817 0.29522 -1.1 -3.1 -0.9
H -3.14430 0.38817 1.67263 -0.9 0.8 -1.1
H -5.76133 1.17705 1.89927 2.0 -0.5 -3.7
H -5.46262 1.98609 0.17954 -0.2 -0.5 -0.8
H 4.49709 1.42867 0.00897 0.8 9.0 1.2
H 6.37518 0.07583 -0.09335 1.4 1.1 -0.7
H 6.13522 -2.35650 -0.32726 1.0 -1.3 0.2
H 3.90882 -3.21767 0.03749 -0.7 2.2 -0.1
H 1.94467 -2.00852 0.06377 0.0 1.5 -0.3
```
Positions in Å, forces in eV/Å.

Results
ΔE to the lowest compared entry with this formula, charge and spin in kcal/mol: 244.48
Structure (SMILES): N/C(C[C@H]1CC1(Cl)Cl)=N\OC(=O)c1ccccc1
Charge: 0
Gap between HOMO and LUMO in eV: 8.38
Highest occupied orbital energy in eV: -9.024
E_tot in hartree: -1644.43775

***

Record 2
This record from the Open Molecules 2025 dataset describes 2 unconnected molecules or ions with the total composition C3H10N2O in a non-equilibrium geometry. The level of theory is wB97M-V/def2-TZVPD.

Geometry as XYZ:
```
16
Properties=species:S:1:pos:R:3:forces:R:3
C -2.23335 0.44802 -1.42857 -0.2 -0.3 1.2
N -1.22437 1.18792 -1.42296 0.0 0.9 -1.2
C -0.91193 1.94392 -0.21828 0.0 -0.7 -0.2
H -2.73322 0.20276 -0.47280 -0.3 0.1 -0.2
H -2.65516 0.00067 -2.32405 0.4 -0.1 -0.1
H -0.06084 2.58920 -0.40417 0.3 -0.2 0.1
H -1.73957 2.60752 0.00904 -0.3 0.0 0.2
H -0.72940 1.22899 0.58803 0.1 0.4 0.3
N 1.69348 -0.62436 1.43914 -0.2 -0.7 -0.1
C 1.26513 -1.67811 0.50942 -0.4 0.9 -0.4
O 1.77865 -1.47760 -0.79418 0.1 -1.4 0.5
H 2.62475 -0.82797 1.79153 0.0 0.0 -0.1
H 1.07466 -0.76590 2.23394 0.1 0.5 0.2
H 0.18243 -1.55399 0.40473 -0.1 -0.4 0.4
H 1.52491 -2.66822 0.87728 0.0 -0.3 -0.3
H 2.14385 -0.61285 -0.78811 0.4 1.3 -0.2
```
Positions in Å, forces in eV/Å.

Results
ΔE to the lowest compared entry with this formula, charge and spin in kcal/mol: 51.93
Structure (SMILES): C=NC.NCO
Charge: 0
Gap between HOMO and LUMO in eV: 10.25
Highest occupied orbital energy in eV: -9.327
E_tot in hartree: -304.99189

***

Record 3
This record from the Open Molecules 2025 dataset describes a molecular structure, C18H20As2Br4MnN4O2. The level of theory is wB97M-V/def2-TZVPD.

Geometry as XYZ:
```
51
Properties=species:S:1:pos:R:3:forces:R:3
Mn 0.06546 -0.03322 -1.20155 0.0 -0.2 -0.2
Br 4.26706 5.34908 -0.79067 0.0 0.0 0.0
C 3.60581 3.59200 -0.97291 0.0 0.0 0.0
C 4.47227 2.50771 -1.01826 0.0 0.0 0.0
Br 6.33785 2.76923 -0.89815 0.0 0.0 0.0
C 3.95239 1.21232 -1.14672 0.1 0.0 0.0
Br 5.10606 -0.28997 -1.20848 0.0 0.0 0.0
C 2.58758 0.98000 -1.23591 0.0 0.0 0.1
O 2.01798 -0.21309 -1.34347 0.0 -0.1 0.0
C 1.70807 2.09352 -1.19476 0.0 0.0 0.0
O 0.41354 1.84444 -1.27697 0.0 0.0 0.2
C 2.22764 3.37415 -1.05941 0.0 0.0 0.0
Br 0.97390 4.78373 -0.98755 0.0 0.0 0.0
C -3.75125 -0.41257 -1.95207 0.0 0.0 0.0
As -2.29147 0.56067 -1.11643 0.1 0.1 0.0
C -2.69891 2.38387 -1.63361 0.0 0.0 0.0
C -2.87403 0.55409 0.75075 0.0 0.0 0.0
C -4.16045 0.93227 1.12609 0.0 0.0 0.0
C -4.53668 0.92139 2.45980 0.0 0.0 0.0
C -3.62746 0.53228 3.43560 0.0 0.0 0.0
C -2.34446 0.15722 3.07146 0.0 0.0 0.0
C -1.96419 0.16695 1.73237 0.0 0.0 0.0
As -0.17815 -0.31750 1.14867 0.0 0.1 -0.2
C 0.95575 0.88338 2.16189 0.0 0.0 0.0
C 0.14143 -2.01576 2.03086 0.0 0.0 0.0
H -4.70725 0.06984 -1.75446 0.0 0.0 0.0
H -3.76885 -1.43201 -1.57095 0.0 0.0 0.0
H -3.57587 -0.44287 -3.02660 0.0 0.0 0.0
H -3.69916 2.67436 -1.31536 0.0 0.0 0.0
H -2.62209 2.45600 -2.71800 0.0 0.0 0.0
H -1.94462 3.03306 -1.19294 0.0 0.0 0.0
H -4.87769 1.24268 0.37471 0.0 0.0 0.0
H -5.53871 1.21847 2.74143 0.0 0.0 0.0
H -3.91956 0.52472 4.47772 0.0 0.0 0.0
H -1.63697 -0.14126 3.83723 0.0 0.0 0.0
H 0.79452 0.78253 3.23432 0.0 0.0 0.0
H 0.74148 1.90357 1.84576 0.0 0.0 0.0
H 1.99367 0.65528 1.91862 0.0 0.0 0.0
H -0.08174 -1.95259 3.09493 0.0 0.0 0.0
H 1.19097 -2.27697 1.89612 0.0 0.0 0.0
H -0.47765 -2.78441 1.57111 0.0 0.0 0.0
N 2.99020 -2.98017 -1.15800 -0.1 0.3 0.0
C 2.23112 -4.07041 -1.15493 -0.2 0.0 0.0
N 2.80925 -5.26648 -0.91995 0.0 0.0 0.0
N 0.90978 -4.08925 -1.32745 0.2 0.0 0.0
C 0.33523 -2.95905 -1.60840 0.0 0.1 0.0
N -0.21169 -1.96324 -1.85515 0.1 0.0 0.2
H 3.98130 -3.04906 -1.00594 0.0 0.0 0.0
H 2.62944 -2.01883 -1.27768 0.0 -0.2 0.0
H 3.80719 -5.36730 -0.92449 0.0 0.0 0.0
H 2.24192 -6.08278 -1.06221 0.0 0.0 0.0
```
Positions in Å, forces in eV/Å.

Results
ΔE to the lowest compared entry with this formula, charge and spin in kcal/mol: 1.92
Spin multiplicity: 2
Charge: 0
Gap between HOMO and LUMO (spin up / spin down) in eV: 7.17 / 7.21
Highest occupied orbital energy (spin up / spin down) in eV: -7.055 / -7.105
Expectation value of S²: 0.856
E_tot in hartree: -16986.05121

***

Record 4
This record from the Open Molecules 2025 dataset describes 2 unconnected molecules or ions with the total composition C5H9NO in a non-equilibrium geometry. The level of theory is wB97M-V/def2-TZVPD.

Geometry as XYZ:
```
16
Properties=species:S:1:pos:R:3:forces:R:3
C -1.77549 -0.54341 1.27556 0.0 -0.1 0.0
C 0.71703 0.97225 -0.57510 0.2 -0.3 -0.1
C 0.01330 0.24732 -1.64983 -0.1 0.0 0.1
C 1.82967 0.22621 0.02448 -0.2 0.4 0.0
O 2.03737 -1.10999 -0.40780 0.2 -0.2 0.1
C -2.13976 0.87299 1.24871 -0.3 0.9 0.0
N -2.46051 1.98374 1.24094 0.3 -1.1 0.0
H -0.70841 -0.68011 1.07877 -0.2 0.1 0.0
H -2.00799 -0.96564 2.25663 0.0 0.1 -0.1
H -2.33960 -1.08739 0.51334 0.1 0.1 0.1
H -1.02543 0.57404 -1.76664 0.2 0.0 0.0
H 0.11833 -0.84432 -1.69737 0.0 0.2 0.0
H 0.54083 0.66007 -2.53274 0.0 0.0 0.1
H 2.71855 0.86244 -0.14134 -0.1 -0.1 0.0
H 1.64869 0.28253 1.11530 0.0 0.0 -0.1
H 2.83339 -1.45073 0.01711 -0.1 0.0 -0.1
```
Positions in Å, forces in eV/Å.

Results
ΔE to the lowest compared entry with this formula, charge and spin in kcal/mol: 112.95
Charge: 0
Gap between HOMO and LUMO in eV: 8.74
Highest occupied orbital energy in eV: -8.547
E_tot in hartree: -325.75756